Entry 1:
ORCA calculation (wB97M-V/def2-TZVPD) on a molecular structure, C21H35BMgO2P2 in a non-equilibrium geometry.

```
! RIJCOSX wB97M-V def2-TZVPD def2/J DEFGRID3
* xyz 0 1
P 0.202 -1.946 -2.945
P 0.395 2.044 -2.289
C 0.043 -0.389 -3.862
C 0.970 0.791 -3.479
H -1.018 -0.099 -3.902
H 0.274 -0.654 -4.909
H 1.976 0.458 -3.179
H 1.134 1.359 -4.408
C -0.777 2.982 -3.312
H -1.100 3.885 -2.776
H -1.655 2.361 -3.545
H -0.267 3.267 -4.243
C 1.760 3.130 -1.939
H 1.801 3.886 -2.738
H 2.704 2.567 -1.932
H 1.620 3.636 -0.976
C -1.056 -3.102 -3.533
H -1.099 -3.958 -2.847
H -0.802 -3.467 -4.537
H -2.040 -2.618 -3.558
C 1.773 -2.662 -3.470
H 2.567 -1.906 -3.512
H 1.614 -3.067 -4.480
H 2.092 -3.483 -2.815
Mg 1.923 0.808 1.915
C -0.722 1.401 -1.012
C -2.043 0.988 -1.382
C -2.535 -0.350 -1.502
C -2.326 -1.344 -0.290
C -1.226 -2.259 -0.469
C 0.015 -1.983 -1.177
C 0.846 -0.704 -0.652
C 0.144 0.494 -0.022
C 0.936 -1.471 2.577
H -0.866 2.362 -0.479
H -2.770 1.806 -1.423
H -2.162 -0.878 -2.406
H -3.626 -0.239 -1.649
H -2.379 -0.781 0.657
H -3.221 -1.987 -0.288
H -1.342 -3.285 -0.118
H 0.671 -2.861 -0.970
H 1.489 -0.294 -1.454
H 1.609 -1.108 0.045
H -0.464 0.233 0.848
H 0.972 1.215 0.292
H 1.277 -2.391 3.078
H 1.816 -1.194 1.920
H 0.046 -1.703 1.980
O -0.412 -0.799 4.685
B 0.500 -0.513 3.694
O 1.092 0.769 3.944
C 0.615 1.162 5.203
C 1.173 2.062 6.083
C 0.673 2.049 7.401
C -0.337 1.165 7.784
C -0.851 0.224 6.885
C -0.341 0.220 5.608
H 1.984 2.724 5.777
H 1.081 2.751 8.128
H -0.736 1.202 8.801
H -1.614 -0.506 7.174
*
```

Maximum force in eV Å⁻¹: 3.8
Energy relative to the best compared isomer or geometry (same formula, charge and spin) in kcal/mol: 63.9
E_HOMO in eV: -4.511
E_tot in eV: -51131.705
Orbital gap in eV: 4.81

***

Entry 2:
ORCA calculation (wB97M-V/def2-TZVPD) on C19H24BNO3 in the gas phase in a non-equilibrium geometry.

```
! RIJCOSX wB97M-V def2-TZVPD def2/J DEFGRID3
* xyz 0 1
O -0.163 1.203 2.399
O -0.867 -2.255 -4.501
O -2.783 -3.446 -3.642
B -1.824 -2.453 -3.545
C -1.053 1.592 1.652
C 0.251 -2.842 0.673
C 0.979 -2.320 -0.387
C 0.449 -2.322 1.938
C -1.304 -0.237 -2.119
C -2.612 -1.964 -1.191
C -1.444 0.494 -0.955
C -2.694 -1.287 0.025
C 2.017 -1.436 -0.122
C 1.422 -1.376 2.187
C -1.911 -1.480 -2.261
C -2.152 -0.020 0.148
C 2.230 -0.945 1.125
N -0.907 2.763 0.985
C -2.312 0.822 1.391
C 3.245 0.164 1.332
C 0.264 3.604 1.143
C 2.516 1.506 1.358
C 1.301 3.350 0.069
C 1.824 1.932 0.029
H -0.836 -2.896 -5.240
H -2.643 -3.953 -4.461
H -0.540 -3.550 0.482
H 0.755 -2.495 -1.433
H -0.109 -2.743 2.743
H -0.601 0.103 -2.879
H -3.002 -2.967 -1.279
H -1.009 1.506 -0.915
H -3.260 -1.703 0.824
H 2.623 -0.979 -0.895
H 1.608 -0.982 3.179
H -1.662 3.194 0.444
H -3.160 1.505 1.254
H -2.553 0.203 2.259
H 3.799 -0.023 2.270
H 3.943 0.131 0.472
H 0.677 3.375 2.143
H -0.047 4.661 1.173
H 1.785 1.533 2.194
H 3.238 2.288 1.620
H 0.840 3.606 -0.884
H 2.130 4.066 0.180
H 2.533 1.834 -0.773
H 1.019 1.239 -0.210
*
```

Maximum force in eV Å⁻¹: 1.8
Energy relative to the best compared isomer or geometry (same formula, charge and spin) in kcal/mol: 0.0
E_HOMO in eV: -8.423
E_tot in eV: -28405.049
Orbital gap in eV: 8.60
Structure (SMILES): O=C(Cc1ccc(B(O)O)cc1)NCCCCCc1ccccc1

***

Entry 3:
ORCA calculation (wB97M-V/def2-TZVPD) on a molecular structure, C11H11N3O6Os in a non-equilibrium geometry.

```
! RIJCOSX wB97M-V def2-TZVPD def2/J DEFGRID3
* xyz 2 5
Os -9.791 8.794 7.411
C -9.543 4.444 4.301
C -9.200 5.601 5.145
N -8.508 5.503 6.203
O -8.106 4.192 6.382
C -9.604 6.971 4.709
C -9.871 7.359 3.310
N -9.717 7.765 5.695
O -9.957 9.150 5.586
H -9.992 3.699 4.895
H -8.644 3.962 3.873
H -10.236 4.726 3.518
H -7.554 4.235 7.175
H -9.167 6.764 2.643
H -9.846 8.441 3.089
H -10.886 6.980 3.068
O -9.812 10.276 8.871
C -9.688 10.257 10.105
C -9.489 9.078 10.891
C -9.388 9.182 12.283
C -9.042 8.026 13.045
C -8.904 6.782 12.433
C -9.061 6.664 11.086
C -9.346 7.819 10.267
O -9.482 7.618 9.018
N -8.638 8.196 14.436
O -8.768 7.303 15.175
O -8.130 9.289 14.587
H -9.763 11.203 10.719
H -9.591 10.131 12.822
H -8.622 5.942 13.047
H -8.993 5.656 10.652
*
```

Maximum force in eV Å⁻¹: 2.5
E_HOMO (spin up / spin down) in eV: -15.981 / -15.971
E_tot in eV: -30781.012
Orbital gap (spin up / spin down) in eV: 7.36 / 4.66
⟨S²⟩: 6.0392

***

Entry 4:
ORCA calculation (wB97M-V/def2-TZVPD) on 3 unconnected molecules or ions with the total composition C14H30B2IN3O5 in a non-equilibrium geometry.

```
! RIJCOSX wB97M-V def2-TZVPD def2/J DEFGRID3
* xyz 0 1
C 1.390 1.356 0.831
C 0.041 0.501 0.984
O 0.006 -0.724 0.196
B -1.332 -1.148 -0.110
O -1.684 -1.199 -1.525
C -2.475 -1.624 0.959
C -1.694 -2.362 2.172
N -1.148 -3.064 2.989
C -3.465 -0.458 1.468
I -5.203 -1.497 2.384
C -2.851 0.439 2.666
N -2.268 1.358 3.210
B -4.115 0.449 0.261
N -4.474 1.887 0.590
O -4.405 -0.038 -1.070
H 2.310 0.790 1.210
H 1.265 2.316 1.470
H 1.494 1.636 -0.275
H -0.876 1.170 0.738
H -0.108 0.201 2.099
H -2.413 -1.874 -1.566
H -3.142 -2.414 0.429
H -4.516 2.449 -0.277
H -5.459 1.835 0.926
H -3.764 0.311 -1.735
C 3.713 -0.897 4.996
C 3.849 -0.111 3.702
O 3.523 1.266 3.838
C 4.318 2.018 4.744
C 5.789 2.059 4.370
H 2.718 -0.761 5.427
H 3.877 -1.962 4.814
H 4.441 -0.569 5.742
H 3.149 -0.524 2.969
H 4.850 -0.226 3.274
H 4.180 1.652 5.766
H 3.924 3.038 4.725
H 6.251 1.071 4.441
H 6.335 2.731 5.039
H 5.917 2.407 3.341
C -1.475 0.144 -7.363
C -1.000 0.507 -5.966
O -1.804 -0.046 -4.932
C -1.877 -1.465 -4.878
C -0.532 -2.132 -4.650
H -2.529 0.404 -7.492
H -0.886 0.674 -8.115
H -1.377 -0.927 -7.554
H -1.054 1.593 -5.850
H 0.049 0.231 -5.821
H -2.365 -1.855 -5.777
H -2.535 -1.708 -4.039
H 0.143 -1.978 -5.495
H -0.659 -3.210 -4.516
H -0.044 -1.722 -3.762
*
```

Maximum force in eV Å⁻¹: 6.9
E_HOMO in eV: -9.615
E_tot in eV: -39165.703
Orbital gap in eV: 8.53
Structure (SMILES): CCOB(O)[C@@H](C#N)[C@@](I)(C#N)B(N)O.CCOCC.CCOCC